Here is the molecule C5H8O from the OMol25 dataset. Energies are from ωB97M-V/def2-TZVPD.

Output
HOMO level in eV: -8.73
Frontier orbital gap in Eh: 0.350
Maximum force in eV/A: 0.64
SMILES: CCC=C=CO
Energy above the lowest of the compared OMol25 structures with the same formula, charge and spin in eV: 2.5249

Geometry (Å):
1 O 2.998 0.063 1.184
2 C 0.191 -0.646 -0.405
3 C -1.299 -0.521 -0.430
4 C 2.507 0.134 -0.078
5 C -1.952 0.844 -0.559
6 C 1.211 0.185 -0.339
7 H -1.625 1.531 0.226
8 H -1.632 -0.994 0.504
9 H 3.290 0.111 -0.828
10 H 0.508 -1.691 -0.390
11 H 2.228 0.040 1.772
12 H -1.656 -1.183 -1.229
13 H -3.039 0.725 -0.472
14 H -1.740 1.308 -1.527

---

Here is a cluster of 11 separate species, C33H44O33 in total from the OMol25 dataset. Energies are from ωB97M-V/def2-TZVPD.

Output
HOMO level in eV: -10.20
Frontier orbital gap in Eh: 0.364
Maximum force in eV/A: 5.40
SMILES: O=C1OCCO1.O=C1OCCO1.O=C1OCCO1.O=C1OCCO1.O=C1OCCO1.O=C1OCCO1.O=C1OCCO1.O=C1OCCO1.O=C1OCCO1.O=C1OCCO1.O=C1OCCO1
Energy above the lowest of the compared OMol25 structures with the same formula, charge and spin in eV: 1.4663

Geometry (Å):
1 O -1.933 -0.934 -3.958
2 O -3.675 3.166 5.456
3 O 5.500 -0.215 1.527
4 O 2.936 0.905 4.591
5 O 1.917 -1.136 1.253
6 O 2.507 -2.720 -2.971
7 O -2.996 3.017 0.343
8 O 5.046 -3.643 6.162
9 O -4.513 4.392 -0.724
10 O 5.381 1.824 0.598
11 O 4.651 2.168 5.111
12 O -2.987 3.159 -1.936
13 O -0.744 -2.542 -5.124
14 O -3.852 -2.993 0.533
15 O 3.903 0.690 6.608
16 O -2.179 4.763 4.812
17 O -0.436 -0.365 -5.489
18 O 0.447 -1.770 -2.635
19 O 0.815 -3.943 -2.210
20 O 3.882 -2.414 4.574
21 O -2.853 -4.637 -0.586
22 O -3.643 -2.899 -1.763
23 O 0.865 4.495 0.270
24 O -7.258 -0.259 -2.850
25 O -2.156 2.746 3.862
26 O 4.209 0.056 -0.280
27 O 1.551 4.258 2.387
28 O -0.231 -1.463 0.857
29 O -6.305 -0.636 -4.862
30 O -5.065 -0.688 -2.958
31 O 2.682 3.330 0.728
32 O 0.639 0.570 0.534
33 O 2.920 -2.918 6.572
34 C -1.361 -0.632 0.489
35 C -5.000 4.409 -2.090
36 C 4.251 2.620 3.811
37 C -3.444 3.477 -0.689
38 C 0.123 -2.505 -6.257
39 C 3.030 -4.021 -2.802
40 C -0.686 0.620 -0.057
41 C -1.030 4.798 3.921
42 C -3.707 4.052 -2.834
43 C -6.698 0.096 -1.581
44 C -6.202 -0.554 -3.659
45 C 2.476 -2.265 4.384
46 C 1.155 3.660 -0.894
47 C -2.819 -5.062 -1.970
48 C 4.021 -3.034 5.765
49 C -2.896 -3.649 -2.664
50 C 4.874 -1.477 1.225
51 C 0.890 -0.714 0.914
52 C 3.861 1.209 5.524
53 C 2.619 3.195 -0.694
54 C -1.074 3.410 3.225
55 C 4.518 -1.386 -0.216
56 C -5.325 -0.521 -1.553
57 C 0.578 -1.075 -6.274
58 C 1.699 4.053 1.248
59 C 1.962 -4.722 -1.943
60 C 3.162 1.601 3.387
61 C -2.743 3.540 4.775
62 C 5.061 0.679 0.615
63 C 2.003 -2.151 5.843
64 C 1.202 -2.721 -2.572
65 C -1.107 -1.252 -4.780
66 C -3.474 -3.489 -0.471
67 H -6.572 1.209 -1.517
68 H 2.267 -1.348 3.874
69 H -3.661 -5.585 -2.319
70 H -1.132 1.537 0.311
71 H 3.039 -4.536 -3.764
72 H 1.081 4.269 -1.789
73 H 2.016 -1.075 6.121
74 H -1.355 3.524 2.191
75 H -0.169 5.001 4.547
76 H -5.424 5.350 -2.323
77 H 1.590 -1.039 -5.848
78 H 0.994 -2.556 5.970
79 H -3.338 -3.955 -3.559
80 H -3.901 3.585 -3.823
81 H -0.613 0.553 -1.155
82 H 0.602 -0.576 -7.203
83 H 4.019 -1.555 1.894
84 H 2.053 -4.776 -0.845
85 H -3.050 4.930 -2.852
86 H 0.982 -3.156 -6.095
87 H -1.244 5.618 3.215
88 H 2.466 2.166 2.824
89 H 5.008 2.594 3.065
90 H 3.788 3.608 3.922
91 H -1.906 -3.266 -2.868
92 H -5.137 -1.429 -1.027
93 H 3.550 0.846 2.691
94 H 2.809 2.181 -1.024
95 H 1.890 -5.744 -2.276
96 H -0.445 -2.771 -7.164
97 H -1.900 -5.626 -2.233
98 H -0.171 2.856 3.415
99 H 3.346 3.883 -1.156
100 H 5.569 -2.279 1.458
101 H -7.351 -0.311 -0.850
102 H -4.599 0.224 -1.179
103 H -1.930 -1.133 -0.316
104 H 5.392 -1.621 -0.823
105 H 2.155 -3.121 3.770
106 H 0.545 2.738 -0.977
107 H 3.578 -1.903 -0.499
108 H -2.016 -0.561 1.343
109 H -5.764 3.658 -2.350
110 H 3.998 -3.961 -2.340

---

Here is a structure of composition C6H13N3O2 from the OMol25 dataset. Energies are from ωB97M-V/def2-TZVPD.

Output
HOMO level in eV: -7.69
Frontier orbital gap in Eh: 0.302
Maximum force in eV/A: 14.33
Energy above the lowest of the compared OMol25 structures with the same formula, charge and spin in eV: 12.5961

Geometry (Å):
1 O -3.058 -1.499 -0.314
2 O 0.951 2.599 -0.126
3 N 1.631 -0.485 0.119
4 N -0.375 2.101 0.168
5 N -1.912 -0.900 -0.522
6 C -1.715 0.234 -0.212
7 C 0.807 0.098 -0.874
8 C -0.490 0.796 -0.247
9 C 3.058 -0.820 -0.311
10 C 1.049 -1.462 1.034
11 C -2.802 1.067 0.486
12 H 3.209 0.016 -0.686
13 H -3.005 2.033 0.083
14 H -0.001 -0.874 1.658
15 H 2.756 -1.284 -1.124
16 H 0.781 -2.366 0.230
17 H 0.979 3.408 0.059
18 H 0.279 -0.354 -1.409
19 H -2.484 1.563 1.401
20 H 1.117 0.805 -1.409
21 H 1.677 -1.728 1.774
22 H -2.820 -2.245 -0.643
23 H 3.890 -1.112 0.567
24 H -3.521 0.410 0.295

---

Here is a structure of composition C39H58BN10OSTi from the OMol25 dataset. Energies are from ωB97M-V/def2-TZVPD.

Output
HOMO level (alpha / beta) in eV: -5.44 / -7.71
Frontier orbital gap (alpha / beta) in Eh: 0.217 / 0.298
Maximum force in eV/A: 0.42
Energy above the lowest of the compared OMol25 structures with the same formula, charge and spin in eV: 0.0000
⟨S²⟩: 0.772
2S+1: 2

Geometry (Å):
1 Ti -0.341 0.627 1.125
2 S -0.864 1.742 2.784
3 O 1.517 0.587 1.151
4 N 0.692 -3.339 2.460
5 N 0.215 0.066 -2.475
6 N -0.196 -1.496 1.671
7 N 1.577 -2.151 -0.745
8 N -1.132 -0.150 -2.548
9 N -2.907 0.029 -0.578
10 N -2.412 -0.127 0.692
11 N -0.419 2.118 -0.492
12 N -1.524 2.037 -1.292
13 N 2.669 0.476 1.837
14 C 0.757 -0.544 -3.522
15 C 2.041 -5.794 -0.586
16 C -3.543 -0.870 2.965
17 C -4.216 -0.287 -0.597
18 C -4.152 0.392 3.603
19 C 1.603 -4.219 3.169
20 C 1.520 5.377 -0.482
21 C -4.566 -0.702 0.663
22 C 0.180 -5.299 -2.004
23 C -2.304 -1.282 3.763
24 C -0.812 4.110 -1.418
25 C -2.787 -1.319 -4.052
26 C -1.418 -0.901 -3.643
27 C 2.355 0.294 -5.195
28 C 1.432 -3.492 -1.007
29 C 2.229 -0.464 -3.866
30 C 2.645 0.660 3.211
31 C -4.542 -2.029 3.150
32 C 4.730 -0.549 3.384
33 C 1.341 3.927 -0.012
34 C 0.392 -3.943 -1.829
35 C 3.017 0.289 -2.796
36 C -5.155 -0.152 -1.750
37 C -1.782 3.232 -1.848
38 C 3.725 -0.178 1.221
39 C -0.236 -1.189 -4.282
40 C 2.506 3.108 -0.578
41 C 0.038 3.384 -0.580
42 C -0.309 -3.719 1.601
43 C 0.989 -6.239 -1.376
44 C 0.731 -1.997 2.464
45 C 2.801 -1.876 -4.042
46 C -3.424 -0.589 1.461
47 C -0.848 -2.572 1.117
48 C 3.659 0.159 3.969
49 C 1.402 3.938 1.516
50 C 4.739 -0.676 1.981
51 C -2.918 3.506 -2.774
52 C 2.269 -4.439 -0.407
53 B -2.158 0.716 -1.760
54 H 3.401 0.331 -5.510
55 H -0.245 -3.214 -2.319
56 H -5.076 0.672 3.095
57 H 3.624 0.331 5.037
58 H -0.729 5.143 -1.700
59 H -0.508 -4.752 1.378
60 H -2.809 2.968 -3.715
61 H -2.738 -1.803 -5.026
62 H -0.121 -1.761 -5.187
63 H 1.379 2.939 1.933
64 H 3.864 -1.819 -4.287
65 H -3.870 3.214 -2.330
66 H 0.818 -7.297 -1.518
67 H 2.548 3.207 -1.665
68 H 2.419 -1.864 -0.273
69 H 2.298 -2.409 -4.851
70 H -4.883 -0.782 -2.592
71 H 3.449 3.475 -0.166
72 H 1.778 -0.194 -5.982
73 H -3.028 0.995 -2.528
74 H 2.479 5.748 -0.118
75 H 1.200 -1.475 -1.397
76 H -1.642 -2.454 0.402
77 H 1.670 -3.923 4.214
78 H 2.334 4.417 1.826
79 H 5.536 -0.941 3.984
80 H -5.206 0.876 -2.105
81 H 3.700 -0.173 0.141
82 H -4.379 0.200 4.654
83 H 2.476 1.171 -2.466
84 H 1.523 5.452 -1.570
85 H 3.096 -4.096 0.206
86 H -4.216 -2.917 2.604
87 H -5.548 -1.018 0.963
88 H 2.592 -4.186 2.715
89 H 1.430 -1.430 3.060
90 H 5.568 -1.151 1.472
91 H 1.989 1.317 -5.091
92 H 2.691 -2.466 -3.132
93 H -5.552 -1.778 2.832
94 H 0.738 6.028 -0.086
95 H 2.402 2.054 -0.332
96 H -3.459 -0.466 -4.128
97 H -2.951 4.573 -2.989
98 H -2.600 -1.322 4.814
99 H -1.487 -0.577 3.679
100 H -3.217 -2.032 -3.343
101 H -3.458 1.228 3.545
102 H -1.963 -2.279 3.481
103 H -6.148 -0.448 -1.416
104 H 3.197 -0.342 -1.926
105 H 1.220 -5.235 3.111
106 H 3.988 0.593 -3.192
107 H -0.633 -5.628 -2.640
108 H 1.787 1.202 3.583
109 H -4.593 -2.282 4.210
110 H 2.700 -6.511 -0.111
111 H 0.568 4.497 1.942

---

Here is a structure of composition C17H18BCoN3O4 from the OMol25 dataset. Energies are from ωB97M-V/def2-TZVPD.

Output
HOMO level (alpha / beta) in eV: -3.36 / -6.35
Charge: -1
Frontier orbital gap (alpha / beta) in Eh: 0.228 / 0.316
Maximum force in eV/A: 0.38
⟨S²⟩: 6.023
2S+1: 5

Geometry (Å):
1 Co -1.841 -0.483 -0.394
2 O 0.306 0.601 1.342
3 O -5.702 -0.170 -0.088
4 O 0.292 2.485 2.589
5 O -3.676 -0.554 -0.952
6 N -1.042 -2.279 -0.712
7 N 3.594 -0.631 0.884
8 N -2.483 0.761 1.061
9 C -2.551 2.616 2.618
10 C -0.396 1.696 1.958
11 C 0.501 0.518 0.008
12 C 3.496 0.655 1.553
13 C -1.812 1.660 1.863
14 C 4.482 -0.556 -0.256
15 C 1.455 -0.423 -0.430
16 C -4.494 -0.035 -0.084
17 C -0.622 -3.004 -1.512
18 C 2.291 -1.211 0.557
19 C -0.094 0.993 -2.294
20 C 0.815 0.053 -2.731
21 C -4.583 1.735 1.691
22 C -3.833 0.852 0.967
23 C -0.267 1.232 -0.922
24 C -3.908 2.639 2.552
25 C 1.579 -0.635 -1.790
26 B -0.044 -4.016 -2.593
27 H 0.916 -0.173 -3.783
28 H -0.980 -4.570 -3.122
29 H 0.666 -4.791 -1.983
30 H -0.702 1.545 -2.999
31 H -4.467 3.359 3.136
32 H -0.929 2.019 -0.581
33 H 2.263 -1.404 -2.131
34 H 0.603 -3.351 -3.379
35 H 4.157 0.174 -1.016
36 H 4.486 0.955 1.903
37 H 3.114 1.453 0.898
38 H 4.559 -1.533 -0.735
39 H -5.654 1.728 1.561
40 H 1.736 -1.338 1.486
41 H 2.460 -2.205 0.136
42 H 2.825 0.590 2.406
43 H 5.478 -0.262 0.080
44 H -1.994 3.304 3.238

---

Here is a cluster of 2 separate species, C15H20BrCl3NO3 in total from the OMol25 dataset. Energies are from ωB97M-V/def2-TZVPD.

Output
HOMO level in eV: -12.55
Charge: +1
Frontier orbital gap in Eh: 0.288
Maximum force in eV/A: 2.43

Geometry (Å):
1 Br 0.740 3.097 3.509
2 Cl 6.207 3.526 4.002
3 Cl 7.092 3.923 1.264
4 Cl 7.117 1.259 2.425
5 O 3.137 1.650 -2.318
6 O 2.932 3.986 2.045
7 O 2.726 2.358 -0.231
8 N -1.104 -1.070 -1.292
9 C -4.814 -1.385 -0.417
10 C 1.235 -0.629 -0.722
11 C -1.187 0.155 -1.955
12 C 6.287 2.821 2.385
13 C -0.072 1.065 -2.034
14 C 0.624 -2.729 1.581
15 C -2.354 -1.879 -1.260
16 C 2.026 3.236 1.999
17 C -3.273 -1.269 -0.105
18 C 0.046 -1.514 -0.684
19 C 1.182 0.670 -1.374
20 C 1.701 2.292 0.768
21 C 2.443 1.587 -1.354
22 C -5.266 -0.439 -1.615
23 C 0.220 -2.869 0.052
24 H -0.655 -3.558 -0.012
25 H -0.312 -2.757 2.187
26 H 1.586 1.263 1.219
27 H -5.351 -0.992 0.494
28 H -2.189 -2.975 -1.151
29 H -2.967 -1.707 0.883
30 H -0.215 2.022 -2.585
31 H -4.386 -0.164 -2.253
32 H 5.273 2.660 2.033
33 H 2.193 -0.936 -0.236
34 H 1.226 -3.648 1.833
35 H -5.074 -2.461 -0.592
36 H 1.076 -3.404 -0.456
37 H -5.990 -1.017 -2.253
38 H -5.777 0.491 -1.268
39 H -2.868 -1.738 -2.254
40 H -2.152 0.449 -2.420
41 H -3.049 -0.163 -0.024
42 H 0.696 2.649 0.392
43 H 1.290 -1.858 1.795

---

Here is a structure of composition C2H2ClOP from the OMol25 dataset. Energies are from ωB97M-V/def2-TZVPD.

Output
HOMO level in eV: -9.75
Frontier orbital gap in Eh: 0.304
Maximum force in eV/A: 4.76
Energy above the lowest of the compared OMol25 structures with the same formula, charge and spin in eV: 3.2242

Geometry (Å):
1 Cl -0.231 0.634 2.139
2 P 1.288 -1.617 -0.083
3 O -0.878 1.613 -0.681
4 C 0.383 -0.364 -0.376
5 C -0.428 0.619 -1.159
6 H 0.337 -1.035 2.313
7 H -0.472 0.149 -2.153

---

Here is a cluster of 8 separate species, C10H40BO12 in total from the OMol25 dataset. Energies are from ωB97M-V/def2-TZVPD.

Output
HOMO level in eV: -10.59
Charge: +1
Frontier orbital gap in Eh: 0.238
Maximum force in eV/A: 4.68
Energy above the lowest of the compared OMol25 structures with the same formula, charge and spin in eV: 6.6525

Geometry (Å):
1 O -6.677 -9.518 8.778
2 O -4.782 -20.619 11.335
3 O 2.064 -15.327 5.645
4 O -1.574 -15.766 5.062
5 O -3.679 -14.881 14.170
6 O -8.009 -19.577 4.428
7 O -9.696 -21.694 5.940
8 O 1.691 -13.912 11.774
9 O -9.666 -17.297 8.816
10 O -2.527 -19.580 13.646
11 O 4.269 -13.074 10.297
12 O -8.642 -8.007 6.021
13 C 2.962 -14.686 11.608
14 C -8.559 -21.974 5.159
15 C -8.370 -20.940 4.097
16 C -2.840 -20.768 12.764
17 C 0.906 -15.730 4.936
18 C -7.084 -9.247 7.408
19 C -7.973 -8.032 7.349
20 C -4.414 -20.952 12.676
21 C 4.158 -13.830 11.525
22 C -0.363 -15.195 5.554
23 B -5.998 -15.008 9.915
24 H -7.354 -7.137 7.408
25 H -5.046 -20.358 13.337
26 H 1.499 -13.330 11.036
27 H -0.266 -15.068 6.632
28 H -3.476 -13.995 14.480
29 H 0.976 -16.818 4.942
30 H -2.938 -15.451 13.951
31 H -8.803 -22.844 4.548
32 H -4.356 -14.839 13.490
33 H -2.197 -15.751 5.792
34 H 2.843 -15.690 5.217
35 H -2.347 -21.685 13.084
36 H -10.207 -16.517 8.674
37 H -4.693 -21.986 12.882
38 H -8.785 -16.916 8.782
39 H -4.688 -19.666 11.265
40 H 3.037 -15.315 12.495
41 H -2.408 -19.909 14.541
42 H -9.318 -7.331 5.937
43 H -9.787 -17.971 8.144
44 H -7.619 -21.323 3.406
45 H -5.060 -14.475 9.898
46 H -6.254 -15.284 8.903
47 H 4.241 -13.189 12.402
48 H 1.115 -15.497 3.891
49 H 4.998 -14.521 11.446
50 H 4.383 -13.617 9.514
51 H -7.056 -19.508 4.520
52 H -5.928 -15.838 10.602
53 H 2.813 -15.306 10.723
54 H -6.206 -9.168 6.766
55 H -9.253 -20.983 3.459
56 H -7.768 -22.231 5.863
57 H -2.387 -20.792 11.772
58 H -6.767 -14.373 10.327
59 H -10.477 -21.589 5.391
60 H -7.658 -10.039 6.928
61 H -6.590 -10.462 8.925
62 H -0.323 -14.183 5.150
63 H -8.613 -7.942 8.227

---

> The lowest maximum force belongs to which entry?

C17H18BCoN3O4